The following is a quantum chemistry calculation of one molecule with the formula C6H10, from OMol25.

```
16
Properties=species:S:1:pos:R:3:forces:R:3
C 2.036 -0.013 0.414 0.2 0.0 0.0
C 0.748 0.026 -0.335 -0.1 0.2 0.3
C 0.008 1.114 -0.578 0.1 -0.1 0.1
C -1.463 0.768 -0.391 -0.1 0.0 0.0
C -1.267 -0.392 0.613 -0.2 -0.1 0.1
C -0.173 -1.167 -0.130 0.0 -0.1 0.1
H 2.609 0.916 0.356 0.0 -0.1 -0.1
H 1.678 -0.123 1.454 0.5 0.0 -0.1
H 2.669 -0.879 0.201 0.0 0.2 -0.1
H 0.380 2.134 -0.576 0.0 -0.1 -0.2
H -2.065 1.605 -0.026 0.2 -0.1 0.0
H -1.942 0.397 -1.312 0.1 0.1 0.2
H -0.752 0.006 1.503 -0.5 0.0 -0.1
H -2.150 -0.933 0.955 -0.1 -0.1 -0.3
H -0.552 -1.583 -1.078 0.1 0.1 0.2
H 0.298 -1.981 0.430 -0.1 0.1 0.0
```
Forces are in eV/Å.

Computed properties:
Maximum force: 0.010 hartree/bohr
SMILES: CC1=CCCC1
E_tot: -6382.9456 eV
Total charge: 0
HOMO energy: -8.58 eV
Relative energy (zero: lowest compared OMol25 entry of this formula, charge and spin): 21.07 kcal/mol